# 1
Formula: C8H22N4
Source: OMol25
Level of theory: ωB97M-V/def2-TZVPD

Computed properties:
Net charge: 0
LUMO level, eV: 0.9
SMILES: CCC(C)(C)N(NC)N(C)NC
HOMO level, eV: -8.536
Relative energy (zero: lowest compared OMol25 entry of this formula, charge and spin), kcal per mole: 19.85
HOMO-LUMO gap, eV: 9.42

The geometry in XYZ format:
```
34
Properties=species:S:1:pos:R:3:forces:R:3:mulliken_charge:R:1
C 2.505 0.056 -1.776 2.0 0.1 -1.6 -1.469
C 1.142 -0.150 -1.364 -1.1 0.7 3.3 0.054
C 1.092 -0.392 0.202 0.7 -2.9 -2.3 1.009
C 1.803 0.742 0.893 -0.6 1.6 1.0 -1.442
C 1.811 -1.783 0.397 -1.3 0.7 1.7 -1.800
N -0.324 -0.520 0.606 -1.4 -1.8 -0.1 0.180
N -1.022 -1.587 -0.186 2.4 -0.9 3.6 -0.392
C -1.989 -2.411 0.521 1.1 -1.6 0.5 -0.962
N -0.958 0.700 0.632 -2.4 0.8 0.1 0.470
C -1.988 0.926 1.712 -0.3 -1.4 -0.6 -1.072
N -1.530 1.099 -0.636 1.0 0.1 -0.5 -0.486
C -1.195 2.479 -0.821 0.5 1.7 3.0 -0.863
H 3.240 -0.663 -1.401 0.0 0.4 0.2 0.275
H 2.520 -0.073 -2.833 0.4 0.0 -1.2 0.424
H 2.756 1.096 -1.619 0.7 0.0 0.3 0.384
H 0.698 0.804 -1.307 -0.9 1.1 -1.1 -0.186
H 0.539 -0.773 -1.983 -0.3 -0.9 0.0 0.542
H 1.245 1.684 0.482 1.4 -1.3 1.4 0.236
H 1.606 0.566 2.003 0.2 0.8 -1.2 0.387
H 2.940 0.877 0.767 -1.9 -0.7 -0.2 0.325
H 1.361 -2.409 -0.386 0.9 -0.2 0.3 0.361
H 2.880 -1.553 0.391 -0.2 -0.7 -0.5 0.475
H 1.598 -2.263 1.406 0.1 0.7 -1.1 0.355
H -1.401 -1.272 -0.988 -1.1 2.0 -3.3 0.252
H -1.859 -2.102 1.533 -0.1 -0.3 1.1 0.351
H -3.017 -2.168 0.292 -0.4 -0.1 -0.4 0.319
H -1.808 -3.604 0.468 -0.3 2.8 -0.1 0.220
H -1.656 0.376 2.629 -0.4 0.4 -0.9 0.316
H -1.995 1.996 1.956 -0.2 -0.3 -0.2 0.361
H -3.073 0.586 1.359 2.1 0.5 0.8 0.249
H -2.522 1.146 -0.696 -1.2 -1.1 0.8 0.348
H -0.176 2.570 -1.208 -0.3 0.5 -0.1 0.171
H -1.957 3.079 -1.303 0.1 -0.3 -0.9 0.394
H -1.268 2.941 0.263 0.8 -0.3 -1.9 0.212
```
Forces are in eV/Å.


# 2
Formula: C42H39Cl3IN8O6SSbV
Source: OMol25
Level of theory: ωB97M-V/def2-TZVPD

Computed properties:
Net charge: 0
LUMO level (alpha / beta), eV: -0.9 / -0.9
<S²>: 3.767
HOMO level (alpha / beta), eV: -7.324 / -8.557
Multiplicity: 4
Relative energy (zero: lowest compared OMol25 entry of this formula, charge and spin), kcal per mole: 19.41
HOMO-LUMO gap (alpha / beta), eV: 6.45 / 7.69

The geometry in XYZ format:
```
102
Properties=species:S:1:pos:R:3:forces:R:3:mulliken_charge:R:1
V -0.515 -0.318 0.829 -0.1 0.1 0.8 -0.649
C 1.848 -1.302 -3.351 0.0 0.0 0.0 -0.639
C 2.550 -1.915 -2.173 0.0 0.0 0.0 0.576
C 3.932 -2.097 -2.173 0.0 0.1 0.0 -0.709
C 4.528 -2.707 -1.083 0.0 0.0 0.0 -0.643
C 3.721 -3.120 -0.033 0.0 0.0 0.0 -0.768
C 2.350 -2.881 -0.097 0.1 0.1 -0.1 0.028
N 1.778 -2.286 -1.148 0.0 0.0 0.1 0.118
Sb 1.207 -3.549 1.609 0.1 -0.1 0.0 0.921
C 1.170 -1.699 2.802 0.2 -0.2 0.3 -0.661
C 2.137 -1.839 3.788 -0.1 0.1 0.1 -0.248
C 2.142 -0.964 4.871 0.1 -0.1 0.0 -0.928
C 1.111 -0.062 4.990 -0.1 0.0 0.0 -0.911
C 0.156 0.031 3.974 0.1 0.1 -0.1 0.688
C -1.052 0.898 4.161 0.1 0.0 0.1 -1.404
N 0.266 -0.702 2.859 -0.1 -0.2 -0.3 1.320
C -0.703 -3.957 0.751 -0.1 0.0 -0.2 -0.148
C -1.221 -5.178 1.168 -0.1 -0.1 -0.1 -0.845
C -2.504 -5.523 0.771 0.0 0.1 0.0 -0.638
C -3.223 -4.619 0.009 0.1 0.0 0.0 -0.769
C -2.626 -3.417 -0.371 -0.1 -0.1 -0.1 0.507
C -3.401 -2.392 -1.152 0.0 0.0 0.1 0.190
N -1.370 -3.113 -0.035 0.2 0.0 0.1 0.341
H 2.543 -0.797 -4.022 0.0 0.0 0.0 0.342
H 1.094 -0.596 -2.998 0.0 0.0 0.0 -0.246
H 1.333 -2.073 -3.928 0.0 0.0 0.1 0.366
H 4.521 -1.769 -3.022 0.0 0.0 0.0 0.455
H 5.601 -2.863 -1.052 -0.1 0.0 0.0 0.432
H 4.151 -3.624 0.825 0.0 0.0 0.0 0.449
H 2.863 -2.642 3.740 0.0 0.0 0.0 0.510
H 2.904 -1.042 5.637 0.0 0.0 0.0 0.437
H 1.015 0.571 5.863 0.0 0.0 0.0 0.544
H -1.550 0.596 5.086 0.0 0.0 0.0 0.558
H -1.742 0.783 3.334 -0.1 0.0 -0.1 -0.197
H -0.788 1.952 4.253 0.0 0.0 0.0 0.385
H -0.651 -5.834 1.813 0.0 0.0 0.0 0.412
H -2.943 -6.464 1.078 0.0 0.0 0.0 0.404
H -4.246 -4.821 -0.279 0.0 0.0 0.0 0.477
H -4.475 -2.519 -1.010 0.0 -0.1 0.0 0.363
H -3.192 -2.467 -2.224 0.0 -0.1 0.2 0.280
H -3.122 -1.396 -0.800 -0.2 -0.3 0.0 -0.957
I -8.903 -2.477 3.456 -0.1 0.0 0.0 0.064
C -6.859 -2.279 3.095 0.1 0.0 0.0 -0.072
C -6.414 -1.388 2.130 0.0 0.0 0.0 -0.872
C -5.052 -1.266 1.894 0.0 0.0 0.0 0.048
C -4.137 -2.027 2.610 0.0 -0.1 0.0 0.267
C -4.600 -2.913 3.577 0.1 0.0 0.0 -0.505
C -5.957 -3.043 3.826 0.0 0.0 0.0 -0.634
C -2.650 -1.926 2.339 0.1 0.0 0.1 -0.457
O -1.876 -2.661 2.963 -0.1 0.2 0.0 -0.697
O -2.327 -1.071 1.442 -0.1 0.3 0.2 0.635
H -7.123 -0.792 1.569 0.0 0.0 0.0 0.400
H -4.685 -0.570 1.152 0.0 0.0 0.0 0.410
H -3.874 -3.502 4.123 0.0 0.0 0.0 0.495
H -6.312 -3.733 4.580 0.0 0.0 0.0 0.391
Cl -3.775 -0.050 -3.421 -0.1 0.2 -0.1 -0.049
C -2.032 -0.307 -3.529 0.0 0.0 0.2 0.580
Cl -1.285 1.000 -4.475 0.0 0.0 0.0 -0.097
Cl -1.681 -1.868 -4.280 0.0 0.0 -0.1 -0.073
C -1.480 -0.290 -2.175 0.1 0.0 -0.2 -0.137
N -1.072 -0.300 -1.102 -0.1 0.2 -0.7 0.525
C 2.456 5.066 -5.638 0.0 0.0 0.0 -1.429
C 2.500 3.955 -4.599 -0.1 0.0 0.1 -0.131
S 4.188 3.579 -4.166 0.0 0.0 0.0 1.322
O 4.754 4.734 -3.518 0.0 0.0 0.0 -0.672
O 4.826 2.994 -5.314 0.0 0.0 0.0 -0.708
C 4.035 2.299 -2.937 0.1 -0.2 0.1 0.096
C 3.730 2.841 -1.545 -0.1 -0.1 0.0 -1.448
N 3.134 1.804 -0.704 -0.1 0.1 0.1 0.573
C 1.804 1.560 -0.625 0.0 -0.1 0.0 -0.381
N 1.539 0.619 0.281 -0.1 -0.1 -0.1 1.090
C 2.739 0.256 0.816 -0.1 0.1 0.0 -1.434
C 3.725 0.978 0.227 0.0 0.0 -0.1 0.088
N 5.128 0.794 0.376 -0.1 -0.1 -0.2 1.117
O 5.499 0.130 1.314 0.1 -0.2 0.4 -0.659
O 5.861 1.269 -0.473 0.1 0.3 -0.3 -0.649
C 0.836 2.310 -1.469 0.0 0.0 0.0 -0.662
H 1.419 5.287 -5.881 0.0 0.0 0.0 0.405
H 2.970 4.764 -6.550 0.0 0.0 0.0 0.369
H 2.922 5.973 -5.255 0.0 0.0 0.0 0.364
H 2.060 3.027 -4.975 0.0 0.0 0.0 0.337
H 1.990 4.248 -3.677 0.0 0.0 -0.1 0.189
H 4.992 1.774 -2.955 0.0 0.0 0.0 0.476
H 3.264 1.603 -3.272 0.0 0.0 -0.1 -0.272
H 3.030 3.672 -1.579 0.0 0.0 0.0 0.616
H 4.633 3.195 -1.073 0.1 0.1 0.0 0.355
H 2.844 -0.498 1.573 0.0 0.0 0.0 0.482
H 0.850 3.375 -1.224 0.0 0.0 0.0 0.487
H -0.165 1.956 -1.274 -0.1 0.0 0.0 -0.344
H 1.072 2.192 -2.530 0.0 0.0 0.0 0.002
N -2.945 6.851 1.205 0.1 -0.2 0.0 -0.587
C -2.579 5.759 1.188 -0.1 0.3 0.0 -0.208
C -2.114 4.402 1.159 0.0 -0.1 0.0 0.333
C -0.844 4.080 1.641 0.0 0.0 0.0 -0.920
C -0.408 2.766 1.579 0.1 0.0 0.0 0.446
C -1.182 1.715 1.058 0.1 0.0 -0.1 0.474
C -2.461 2.086 0.613 0.0 0.0 0.0 0.261
C -2.930 3.392 0.649 0.0 0.0 0.0 -0.763
H -0.215 4.862 2.053 0.0 0.0 0.0 0.499
H 0.591 2.554 1.961 0.0 0.0 0.0 0.463
H -3.126 1.319 0.221 0.0 0.0 0.0 -0.035
H -3.922 3.640 0.288 0.0 0.0 0.0 0.492
```
Forces are in eV/Å.


# 3
Formula: C44H76AlFLiN4NaO15P3S
Source: OMol25
Level of theory: ωB97M-V/def2-TZVPD

Computed properties:
Net charge: +1
LUMO level, eV: -4.5
HOMO level, eV: -6.032
Relative energy (zero: lowest compared OMol25 entry of this formula, charge and spin), kcal per mole: 0.00
HOMO-LUMO gap, eV: 1.56

The geometry in XYZ format:
```
147
Properties=species:S:1:pos:R:3:forces:R:3:mulliken_charge:R:1
C 2.019 -0.143 3.379 0.3 -0.2 -0.1 -1.154
C 2.792 -0.405 2.054 -0.4 0.2 0.9 -0.003
C 1.906 -0.957 0.912 1.1 -0.1 0.1 0.405
C 2.351 -2.364 0.426 0.1 0.6 0.5 -1.047
C 1.472 -3.509 0.953 0.2 -0.4 -0.3 -0.214
C 0.515 -4.142 -0.083 0.0 0.9 1.1 -1.099
C -0.714 -3.225 -0.178 0.5 0.0 -0.1 1.185
C -1.602 -3.508 -1.384 -0.2 -0.1 0.7 -0.256
C -3.064 -3.059 -1.127 0.3 -0.4 -0.6 -1.060
C -3.690 -2.113 -2.169 0.5 -0.3 1.2 -2.198
C -3.276 -0.622 -2.082 -1.8 -0.1 -1.9 1.521
P -1.677 -0.361 -3.023 1.5 0.0 -0.3 0.186
S -0.216 0.093 -1.763 -0.2 0.2 0.5 -0.310
C -4.408 0.097 -2.934 -0.6 0.7 0.1 -1.783
N -4.294 -0.031 -4.351 0.2 0.3 0.4 -0.226
C -4.590 1.559 -2.260 -0.4 -0.8 -1.8 0.207
C -4.520 2.680 -3.280 0.0 0.7 0.1 -1.401
C -4.583 4.080 -2.692 -0.1 -0.4 0.1 0.382
C -5.674 4.416 -1.894 -0.1 0.2 0.0 -0.485
C -5.768 5.659 -1.288 0.4 -0.4 -0.3 -0.802
C -4.743 6.591 -1.469 -0.6 0.3 0.1 0.998
C -4.839 7.926 -0.764 0.4 -0.7 0.4 -1.519
C -3.673 6.255 -2.284 0.5 0.1 -0.2 -0.764
C -3.573 5.011 -2.895 -0.4 -0.1 0.2 -0.482
N -3.537 1.552 -1.206 0.8 1.5 -0.1 1.612
C -3.600 2.575 -0.155 -1.5 0.3 1.1 0.430
C -2.638 3.522 0.062 1.6 -0.3 -1.5 -0.583
C -2.745 4.498 1.042 -0.4 -0.3 0.0 -0.412
N -3.794 4.556 1.858 0.4 0.0 -0.2 -0.589
C -4.727 3.638 1.642 -1.0 -0.2 0.6 -0.797
C -4.718 2.655 0.674 0.6 -0.4 -0.4 -0.910
C -3.491 0.110 -0.765 -0.3 -0.7 0.1 -0.289
C -2.701 -0.237 0.499 0.9 0.0 -0.1 -0.142
O -3.447 -0.991 1.458 0.0 0.0 0.1 -0.507
C -4.388 -0.263 2.152 -0.5 -0.2 -0.5 0.413
O -4.903 -1.068 3.187 0.2 0.1 -0.2 -0.382
C -6.289 -1.113 3.184 -0.6 0.3 0.3 -0.093
C -6.863 -1.668 4.497 -0.4 -0.4 -0.3 -0.651
O -8.006 -0.951 4.925 0.3 0.3 -0.1 -0.533
H 0.952 -0.350 3.269 0.0 0.0 0.0 0.218
H 2.422 -0.770 4.179 -0.1 0.0 0.1 0.237
H 2.119 0.885 3.724 -0.1 0.0 0.0 0.329
H 3.614 -1.080 2.302 0.0 -0.1 -0.3 -0.091
H 3.259 0.542 1.783 0.0 -0.1 -0.3 0.340
H 2.006 -0.270 0.077 -0.5 0.0 -0.1 0.242
H 0.875 -0.997 1.264 -0.1 0.2 -0.3 -0.410
H 2.403 -2.370 -0.662 -0.3 -0.3 0.0 0.651
H 3.372 -2.496 0.786 0.0 -0.2 -0.1 0.448
H 0.822 -3.048 1.742 0.0 0.4 -0.2 0.214
H 2.098 -4.271 1.461 0.1 0.0 -0.1 0.416
H 1.054 -4.162 -1.028 -0.2 -0.5 -0.1 0.175
H 0.219 -5.127 0.284 0.1 -0.2 -0.5 0.372
H -0.326 -2.202 -0.190 -0.2 0.1 -0.3 -1.041
H -1.287 -3.309 0.764 0.0 -0.2 0.0 0.130
H -1.605 -4.591 -1.516 0.0 0.0 -0.3 0.575
H -1.166 -3.107 -2.298 0.0 -0.1 -0.1 0.109
H -3.669 -3.970 -1.148 -0.1 0.1 0.1 0.298
H -3.130 -2.685 -0.105 -0.3 0.2 -0.1 0.486
H -4.779 -2.208 -2.057 0.0 0.3 0.0 0.608
H -3.469 -2.480 -3.172 0.1 0.1 0.0 0.631
H -1.422 -1.462 -3.873 -0.5 -0.1 0.1 0.387
H -1.861 0.760 -3.845 -0.4 0.0 0.3 0.255
H -5.394 -0.341 -2.736 0.3 -0.5 0.4 0.703
H -3.549 0.497 -4.788 0.1 -0.4 -0.3 0.274
H -5.170 0.080 -4.834 0.0 0.0 -0.1 0.348
H -5.596 1.551 -1.843 0.3 0.2 0.7 0.382
H -5.404 2.568 -3.912 0.1 -0.3 -0.1 0.387
H -3.665 2.589 -3.954 0.1 -0.1 0.2 0.506
H -6.468 3.695 -1.722 0.0 0.0 -0.1 0.430
H -6.622 5.868 -0.655 0.0 0.2 0.0 0.323
H -5.097 8.753 -1.421 0.1 0.0 0.0 0.329
H -3.888 8.106 -0.259 0.0 0.4 -0.2 0.352
H -5.570 7.833 0.039 -0.2 0.2 -0.1 0.363
H -2.858 6.952 -2.441 0.0 0.1 0.1 0.454
H -2.712 4.760 -3.502 0.1 0.1 0.0 0.457
H -2.707 1.830 -1.760 0.5 -0.7 0.4 0.665
H -1.755 3.538 -0.580 0.1 0.0 0.1 0.569
H -1.944 5.222 1.122 -0.1 0.1 0.2 0.518
H -5.592 3.667 2.300 0.1 0.2 0.0 0.420
H -5.535 1.953 0.573 -0.2 0.1 0.0 0.593
H -4.552 -0.097 -0.546 0.0 0.0 0.2 0.141
H -1.879 -0.877 0.198 0.0 0.0 0.1 -1.365
H -2.246 0.628 0.991 -0.1 0.2 -0.2 0.811
H -5.231 -0.046 1.458 0.0 0.3 0.1 -0.410
H -4.017 0.701 2.521 0.2 -0.1 0.2 0.383
H -6.666 -1.749 2.336 0.3 -0.2 0.2 -0.111
H -6.741 -0.115 3.052 0.2 0.1 0.1 0.564
H -7.147 -2.714 4.353 0.3 -0.1 0.1 0.328
H -6.110 -1.604 5.276 0.0 0.1 0.0 0.318
H -8.684 -1.017 4.246 -0.2 -0.1 0.2 0.285
C 7.003 3.340 -0.920 0.0 0.1 0.0 -0.614
C 6.998 3.734 0.413 0.0 -0.1 -0.1 0.053
C 6.830 2.795 1.417 0.0 0.2 0.1 -0.446
C 6.671 1.466 1.064 0.0 0.2 -0.2 0.027
C 6.664 1.059 -0.257 0.0 -0.2 -0.2 -0.270
C 6.832 2.006 -1.254 0.0 0.1 0.0 -0.543
N 6.516 0.456 2.120 0.0 -0.1 0.0 1.090
O 6.511 0.835 3.273 0.0 0.0 0.0 -0.628
O 6.407 -0.704 1.774 0.0 -0.1 0.0 -0.575
H 7.139 4.076 -1.701 0.0 0.0 0.0 0.374
H 7.130 4.781 0.662 0.0 -0.1 0.0 0.158
H 6.824 3.098 2.454 0.0 -0.2 0.0 0.452
H 6.534 0.019 -0.516 0.0 0.0 0.1 0.491
H 6.831 1.702 -2.291 0.0 0.0 0.0 0.409
C 5.407 -4.408 5.495 -0.4 -0.1 0.3 -0.667
O 6.064 -3.879 4.346 1.6 2.1 -2.4 -0.377
P 5.706 -4.606 2.906 -3.1 -5.7 1.9 1.422
O 4.233 -4.828 3.049 0.1 0.6 -0.1 -0.648
O 6.607 -5.915 3.288 0.2 0.3 -0.1 -0.353
C 8.008 -5.731 3.562 -0.1 -0.1 0.1 -0.726
O 5.903 -4.844 1.292 1.6 3.2 0.7 -0.409
C 5.343 -6.046 0.753 -0.3 -0.4 -0.2 -0.542
H 5.994 -4.094 6.357 0.1 0.1 -0.1 0.265
H 4.403 -3.997 5.581 0.0 -0.1 -0.1 0.190
H 5.367 -5.496 5.463 0.0 0.0 -0.1 0.338
H 8.178 -5.817 4.634 0.0 0.1 0.0 0.233
H 8.370 -4.759 3.223 0.0 0.0 0.0 0.344
H 8.561 -6.512 3.046 -0.1 0.0 0.0 0.268
H 4.281 -5.904 0.557 0.0 0.0 0.1 0.129
H 5.490 -6.895 1.418 0.0 0.1 0.1 0.314
H 5.857 -6.236 -0.186 0.1 0.2 0.0 0.271
C 8.098 6.907 2.854 0.2 0.1 0.1 -0.487
O 7.128 7.556 2.004 -0.3 0.2 -0.2 -0.609
H 7.845 5.853 2.895 -0.1 0.0 -0.1 0.077
H 9.096 7.025 2.437 0.0 0.0 0.0 0.324
H 8.058 7.329 3.856 0.0 0.0 0.0 0.331
H 7.342 8.493 1.960 1.0 0.0 0.6 0.348
C 1.313 -5.597 -4.544 0.2 -0.6 -0.1 -1.282
C -0.230 -5.548 -4.595 0.6 0.8 -0.7 0.531
C -0.672 -5.794 -6.054 0.0 -0.6 -0.2 -1.542
O -0.651 -4.323 -4.211 -0.5 -0.2 0.8 -0.569
H 1.754 -4.828 -5.179 -0.2 0.1 0.0 0.300
H 1.672 -5.447 -3.521 -0.1 0.1 0.0 0.177
H 1.688 -6.571 -4.886 0.0 0.0 0.0 0.427
H -0.586 -6.432 -4.011 -0.2 0.2 0.2 0.167
H -0.274 -5.028 -6.721 0.0 0.1 0.2 0.349
H -1.759 -5.790 -6.135 0.0 0.1 0.1 0.340
H -0.315 -6.770 -6.410 0.0 0.0 0.0 0.420
Na 5.559 8.493 0.875 -0.9 -0.4 -0.5 1.030
O 2.396 5.397 -2.061 0.1 -0.2 0.5 -0.513
P 0.915 5.448 -1.708 0.3 0.2 0.3 0.555
O 0.716 5.918 -0.263 0.3 0.6 -0.2 -0.507
O 0.286 4.071 -1.829 -0.3 -0.2 -0.6 -0.129
O 0.205 6.416 -2.649 -0.6 -0.1 0.3 -0.445
Li -7.461 -1.003 0.779 0.1 0.0 -0.2 0.670
Al 0.573 -4.098 3.363 0.3 -0.2 0.0 0.565
F -1.362 -0.572 -5.379 -0.2 0.4 0.0 -0.803
```
Forces are in eV/Å.


Among the records above, which one has the lowest relative energy (zero: lowest compared OMol25 entry of this formula, charge and spin)? C44H76AlFLiN4NaO15P3S


What is the formula in the second record? C42H39Cl3IN8O6SSbV


Look up the relative energy (zero: lowest compared OMol25 entry of this formula, charge and spin) of the first one. 19.85 kcal per mole


Which of these has the highest relative energy (zero: lowest compared OMol25 entry of this formula, charge and spin)? C8H22N4